(1)
A single CH4N2OS molecule, computed with the ωB97M-V functional and the def2-TZVPD basis.

Positions of all 9 atoms, in Å:
C (0.054616, 0.444732, 0.130141)
N (0.254839, -0.660596, 1.008644)
N (0.049745, -0.156387, -1.159754)
O (-0.833393, -1.290139, 1.588023)
S (-0.848977, -2.786522, 1.837497)
H (-0.856977, 0.946852, 0.247968)
H (0.909097, 1.199502, 0.198514)
H (0.882419, -1.332179, 0.606589)
H (-0.739295, -0.658325, -1.233726)

Atoms 1-2, force components in eV/Å:
C 1.2 1.8 -2.9
N -1.2 -1.3 2.1

Properties
* E_tot: -623.176009 hartree
* Kohn-Sham gap (spin up / spin down): 5.1 / 5.1 eV
* highest occupied orbital energy (spin up / spin down): -0.29128 / -0.29097 hartree
* multiplicity: 1
* relative energy (zero: lowest compared OMol25 entry of this formula, charge and spin): 7.706 eV



(2)
A 2-piece molecular cluster, CH4N2P2 overall, computed with the ωB97M-V functional and the def2-TZVPD basis.

Positions of all 9 atoms, in Å:
C (0.327954, -0.929376, -0.675047)
N (-0.500205, -1.097778, 1.440662)
N (0.499842, 0.270949, -1.129879)
P (-0.446705, 0.395131, 1.728412)
P (-0.282100, 1.632719, -1.038039)
H (1.207497, -1.521371, -0.471439)
H (-0.571209, -1.483465, -0.909153)
H (-0.727113, 0.503996, 3.133301)
H (0.492039, 2.229196, -2.078818)

Atoms 1-2, force components in eV/Å:
C -0.6 -1.3 1.1
N 0.6 -1.1 -1.4

Properties
* E_tot: -832.540209 hartree
* Kohn-Sham gap (spin up / spin down): 6.2 / 6.9 eV
* highest occupied orbital energy (spin up / spin down): -0.27937 / -0.29699 hartree
* multiplicity: 1
* relative energy (zero: lowest compared OMol25 entry of this formula, charge and spin): 3.936 eV



(3)
A single CH4N2P2 molecule, computed with the ωB97M-V functional and the def2-TZVPD basis.

Positions of all 9 atoms, in Å:
C (0.071157, 0.172026, -0.058234)
N (0.684440, -0.989730, 0.562960)
N (-1.273315, 0.191167, -0.533707)
P (1.670452, -0.424313, -0.771041)
P (-0.825982, 1.569980, 0.506660)
H (1.051260, -0.579034, 1.406120)
H (-1.388075, 0.285868, -1.514462)
H (1.238788, -1.482803, -1.639542)
H (-1.228726, 1.256840, 2.041248)

Atoms 1-2, force components in eV/Å:
C 0.8 -2.1 -1.3
N -0.7 0.8 0.8

Properties
* E_tot: -832.603763 hartree
* structure (SMILES): N1PC12NP2
* Kohn-Sham gap: 9.8 eV
* highest occupied orbital energy: -0.33833 hartree
* multiplicity: 1
* relative energy (zero: lowest compared OMol25 entry of this formula, charge and spin): 2.207 eV



(4)
A single CH4N2S3 molecule, computed with the ωB97M-V functional and the def2-TZVPD basis.

Positions of all 10 atoms, in Å:
C (-1.463388, -0.601981, -0.015124)
N (0.646600, 0.704220, -0.093826)
N (-0.722280, 0.515974, 0.057885)
S (-3.037645, -0.633077, -0.052444)
S (-0.511068, -2.183189, 0.012251)
S (-1.396137, 2.036039, 0.013733)
H (1.141509, 0.710056, 0.791767)
H (1.090764, -0.077932, -0.662517)
H (-1.457639, -2.927031, 0.519277)
H (-2.066831, 2.012573, 1.119130)

Atoms 1-2, force components in eV/Å:
C 2.2 -1.7 0.4
N 2.3 -2.5 -1.4

Properties
* E_tot: -1344.496406 hartree
* structure (SMILES): NN(S)C(=S)S
* Kohn-Sham gap: 8.7 eV
* highest occupied orbital energy: -0.30384 hartree
* multiplicity: 1
* relative energy (zero: lowest compared OMol25 entry of this formula, charge and spin): 1.469 eV



(5)
CH4N2S3 as an isolated structure, computed with the ωB97M-V functional and the def2-TZVPD basis.

Positions of all 10 atoms, in Å:
C (1.587740, -0.352397, -0.289622)
N (-1.232117, 0.520758, 0.603415)
N (-0.582818, -0.702333, 0.613505)
S (1.796222, -1.762210, -0.905908)
S (1.954949, 1.174180, 0.178113)
S (-0.947873, -1.919316, -0.420997)
H (-0.799142, 1.134244, 1.314187)
H (-1.176994, 1.149127, -0.314995)
H (3.163423, 1.239782, -0.349200)
H (-0.513261, -3.082168, 0.254905)

Atoms 1-2, force components in eV/Å:
C -1.5 -1.0 0.7
N -0.4 2.1 -2.0

Properties
* E_tot: -1344.390491 hartree
* Kohn-Sham gap (spin up / spin down): 7.2 / 7.1 eV
* highest occupied orbital energy (spin up / spin down): -0.26615 / -0.25933 hartree
* multiplicity: 1
* relative energy (zero: lowest compared OMol25 entry of this formula, charge and spin): 4.351 eV



(6)
A single CH4N3P molecule, computed with the ωB97M-V functional and the def2-TZVPD basis.

Positions of all 9 atoms, in Å:
C (0.443069, -0.216604, 0.731916)
N (-0.883303, 1.419901, -0.557855)
N (-1.388491, -0.590048, -1.404450)
N (-0.244798, 1.070970, 0.413553)
P (-0.186127, -1.266458, -0.783905)
H (1.459972, 0.136436, 0.396801)
H (0.305631, -0.654246, 1.660719)
H (-0.449068, 1.491469, 1.281980)
H (0.943117, -1.391418, -1.738761)

Atoms 1-2, force components in eV/Å:
C 1.6 0.4 -5.9
N 0.7 -0.1 -0.2

Properties
* E_tot: -545.881578 hartree
* Kohn-Sham gap (spin up / spin down): 7.3 / 7.3 eV
* highest occupied orbital energy (spin up / spin down): -0.29802 / -0.29762 hartree
* multiplicity: 1
* relative energy (zero: lowest compared OMol25 entry of this formula, charge and spin): 6.552 eV



(7)
A 2-piece molecular cluster, CH4N3P overall, computed with the ωB97M-V functional and the def2-TZVPD basis.

Positions of all 9 atoms, in Å:
C (-2.378423, -0.087190, 0.071715)
N (-3.313239, 0.382023, 0.589144)
N (0.643991, 1.306697, 0.084170)
N (1.144389, -1.213440, -0.387355)
P (0.203263, 0.040875, -0.921180)
H (0.979124, 1.019858, 0.930575)
H (-0.102845, 2.069038, -0.045659)
H (1.379801, -1.495487, 0.608130)
H (1.443942, -2.022371, -0.929541)

Atoms 1-2, force components in eV/Å:
C 1.0 0.4 0.0
N 0.7 -0.4 -0.4

Properties
* E_tot: -546.057315 hartree
* Kohn-Sham gap (spin up / spin down): 8.6 / 8.7 eV
* highest occupied orbital energy (spin up / spin down): -0.34329 / -0.34330 hartree
* multiplicity: 1
* relative energy (zero: lowest compared OMol25 entry of this formula, charge and spin): 1.770 eV



(8)
A 2-piece molecular cluster, CH4N4 overall, computed with the ωB97M-V functional and the def2-TZVPD basis.

Positions of all 9 atoms, in Å:
C (2.859614, -0.213191, -0.225006)
N (3.815577, 0.346848, 0.060510)
N (-0.346104, 1.046750, -0.256983)
N (-0.633437, -0.050167, 0.194232)
N (-1.886638, -0.539515, 0.461294)
H (1.953609, -0.615091, -0.578821)
H (-1.094009, 1.691281, -0.516093)
H (-2.832998, -0.150476, 0.123902)
H (-1.835611, -1.516435, 0.736965)

Atoms 1-2, force components in eV/Å:
C 0.4 0.6 -0.1
N 0.1 -0.2 0.2

Properties
* E_tot: -259.294373 hartree
* Kohn-Sham gap (spin up / spin down): 7.2 / 7.7 eV
* highest occupied orbital energy (spin up / spin down): -0.23256 / -0.36279 hartree
* multiplicity: 3
* relative energy (zero: lowest compared OMol25 entry of this formula, charge and spin): 0.724 eV



(9)
A single CH4N4O molecule, computed with the ωB97M-V functional and the def2-TZVPD basis.

Positions of all 10 atoms, in Å:
C (-0.479441, 1.536769, -1.357123)
O (0.550871, -2.388611, 2.365327)
N (-0.176894, -1.592972, 1.481160)
N (0.577017, -1.113632, 0.579567)
N (-0.148609, 0.076652, 0.327131)
N (0.061933, 0.257811, -0.901026)
H (1.444362, -2.377728, 1.976199)
H (-0.595824, 1.504163, -2.443314)
H (0.217415, 2.349894, -1.131193)
H (-1.450829, 1.747654, -0.896728)

Atoms 1-2, force components in eV/Å:
C -0.5 0.0 -0.3
O -0.8 -0.2 -1.7

Properties
* E_tot: -334.597505 hartree
* structure (SMILES): C/N=N/N=N/O
* Kohn-Sham gap: 9.8 eV
* highest occupied orbital energy: -0.38074 hartree
* multiplicity: 1
* relative energy (zero: lowest compared OMol25 entry of this formula, charge and spin): 3.328 eV



(10)
A single CH4N4O2S molecule, computed with the ωB97M-V functional and the def2-TZVPD basis.

Positions of all 12 atoms, in Å:
C (-0.426186, -0.421691, 0.262629)
N (1.530970, -1.931687, -1.576282)
N (-1.155826, 0.698632, 0.199566)
N (0.947074, -0.289909, 0.003874)
N (1.759524, -1.454045, -0.160969)
O (-0.834947, -1.460141, 0.707081)
O (1.341982, -3.457004, -3.437168)
S (1.878849, -3.380523, -2.097718)
H (-1.156078, 1.476036, -0.452863)
H (-2.043438, 0.667111, 0.634104)
H (1.306330, 0.371485, -0.683753)
H (1.195327, -2.153214, 0.315912)

Atoms 1-2, force components in eV/Å:
C 1.7 -0.3 -0.3
N 0.5 -0.8 0.7

Properties
* E_tot: -808.110575 hartree
* Kohn-Sham gap: 8.8 eV
* highest occupied orbital energy: -0.35383 hartree
* multiplicity: 1
* relative energy (zero: lowest compared OMol25 entry of this formula, charge and spin): 0.000 eV



Which of these has the lowest E_tot?
number 4



Among the records above, which one has the highest multiplicity?
CH4N4



Look up the relative energy (zero: lowest compared OMol25 entry of this formula, charge and spin) of the second one.
3.936 eV



Look up the multiplicity of the eighth one.
3